Run A
A structure of composition C4H3NO3, computed with wB97M-V/def2-TZVPD.

Results
- HOMO level (eV) = -9.7
- frontier orbital gap (eV) = 9.567

ORCA input file:
```
! wB97M-V def2-TZVPD RIJCOSX def2/J DEFGRID3
* xyz 0 1
C 1.304 0.697 -0.117
C -0.912 -0.237 0.026
C -2.328 0.096 0.084
C -3.616 -0.140 -0.084
H 3.681 -1.046 0.632
H 1.798 1.787 -0.505
H -4.646 0.005 -0.082
N 1.926 -0.497 0.237
O 3.334 -0.201 -0.189
O -0.095 0.832 0.147
O -0.445 -1.297 -0.150
*
```

Atom charges from the Löwdin analysis, given in e for atoms 1 to 5: -0.081, -0.567, 0.052, 0.196, 0.244

***

Run B
A structure of composition C4H3NO3, computed with wB97M-V/def2-TZVPD.

Results
- HOMO level (eV) = -9.3
- frontier orbital gap (eV) = 8.927

ORCA input file:
```
! wB97M-V def2-TZVPD RIJCOSX def2/J DEFGRID3
* xyz 0 1
C 1.514 -0.319 -0.030
C 0.015 -0.247 -0.351
C -0.850 0.862 0.145
C -2.047 -0.654 -0.072
H 3.273 0.785 -0.364
H -0.439 1.907 0.547
H -2.744 -1.365 0.073
N -2.120 0.675 0.374
O 2.196 0.935 -0.381
O 2.097 -1.326 0.600
O -0.895 -1.254 -0.541
*
```

Atom charges from the Löwdin analysis, given in e for atoms 1 to 5: -0.279, -0.139, -0.152, -0.090, 0.198

***

Run C
A cluster of 2 separate species, C4H3NO3 in total, computed with wB97M-V/def2-TZVPD.

Results
- HOMO level (eV) = -10.3
- frontier orbital gap (eV) = 9.068

ORCA input file:
```
! wB97M-V def2-TZVPD RIJCOSX def2/J DEFGRID3
* xyz 0 1
C -0.004 0.013 -0.279
C -0.041 0.841 1.144
C 0.718 -1.398 -0.278
C -1.373 -0.127 -0.121
H 0.709 0.458 -2.092
H -0.544 2.520 1.204
H 0.812 -2.170 0.438
N -2.544 0.370 0.265
O 0.498 0.942 -1.159
O 0.281 -0.062 2.098
O 1.489 -1.388 -1.220
*
```

Atom charges from the Löwdin analysis, given in e for atoms 1 to 5: -0.542, -0.052, -0.076, -0.125, 0.202

***

Q: Which of them is the least stable? A: run C.

***

Run A
The molecule C6H7NO2S2, computed with wB97M-V/def2-TZVPD.

Results
- HOMO level (eV) = -8.3
- frontier orbital gap (eV) = 7.914
- structure (SMILES) = OCC1=CC=C(/C=N\O)SS1

ORCA input file:
```
! wB97M-V def2-TZVPD RIJCOSX def2/J DEFGRID3
* xyz 0 1
O -3.459 1.258 0.291
C -3.105 -0.069 -0.096
C -1.623 -0.341 -0.140
C -0.723 0.605 0.066
C 0.725 0.409 -0.119
C 1.416 -0.729 0.118
C 2.848 -0.949 0.030
N 3.812 -0.103 -0.078
O 3.400 1.197 -0.248
S 0.491 -2.198 0.587
S -1.138 -1.980 -0.662
H -3.185 1.409 1.218
H -3.513 -0.170 -1.098
H -3.599 -0.805 0.536
H -1.115 1.601 0.301
H 1.288 1.235 -0.536
H 3.202 -1.983 0.145
H 4.278 1.614 -0.315
*
```

Atom charges from the Löwdin analysis, given in e for atoms 1 to 5: -0.072, -0.274, -0.582, -0.121, -0.098

***

Run B
The molecule C6H7NO2S2, computed with wB97M-V/def2-TZVPD.

Results
- HOMO level (eV) = -8.9
- frontier orbital gap (eV) = 8.389
- structure (SMILES) = CCOC(=O)[C@H]1N=CSC1=S

ORCA input file:
```
! wB97M-V def2-TZVPD RIJCOSX def2/J DEFGRID3
* xyz 0 1
C -0.437 -1.544 -2.752
C -0.148 -0.155 -2.081
O -0.355 -0.360 -0.671
C -0.137 0.796 0.067
O 0.165 1.828 -0.409
C -0.346 0.374 1.579
N 0.378 -0.777 1.920
C 1.271 -0.417 2.763
S 1.514 1.189 3.292
C 0.066 1.613 2.451
S -0.681 3.044 2.504
H -0.236 -1.235 -3.872
H -1.492 -2.037 -2.648
H 0.075 -2.109 -2.269
H -0.981 0.634 -2.556
H 0.713 0.223 -2.103
H -1.348 0.232 1.671
H 1.980 -1.300 3.116
*
```

Atom charges from the Löwdin analysis, given in e for atoms 1 to 5: -0.031, -0.185, -0.027, -0.411, 0.143

***

Q: Which of them is the least stable? A: run B.

***

Run A
The molecule C2H3N2P, computed with wB97M-V/def2-TZVPD.

Results
- HOMO level (alpha / beta) (eV) = -8.0 / -8.1
- frontier orbital gap (alpha / beta) (eV) = 6.387 / 6.447

ORCA input file:
```
! wB97M-V def2-TZVPD RIJCOSX def2/J DEFGRID3
* xyz 0 1
C 0.744 -0.082 0.033
C 0.549 1.248 -0.050
N -0.208 -1.051 0.028
N -1.457 -0.784 -0.022
P -2.566 0.434 0.006
H 1.612 -0.556 0.304
H 1.189 2.146 0.030
H -2.010 -1.664 -0.313
*
```

Atom charges from the Löwdin analysis, given in e for atoms 1 to 5: -0.343, 0.077, -0.070, -0.578, 0.748

***

Run B
The molecule C2H3N2P, computed with wB97M-V/def2-TZVPD.

Results
- HOMO level (alpha / beta) (eV) = -8.0 / -8.4
- frontier orbital gap (alpha / beta) (eV) = 5.887 / 6.405

ORCA input file:
```
! wB97M-V def2-TZVPD RIJCOSX def2/J DEFGRID3
* xyz 0 1
C 0.845 0.027 -0.028
C 0.697 1.294 0.033
N -0.137 -0.971 -0.001
N -1.406 -0.758 0.076
P -2.514 0.423 -0.038
H 1.710 -0.584 -0.190
H -0.239 1.892 0.308
H -1.972 -1.524 -0.010
*
```

Atom charges from the Löwdin analysis, given in e for atoms 1 to 5: -0.340, 0.095, -0.025, -0.526, 0.776

***

Q: Which of them is the least stable? A: run B.

***

Run A
A structure of composition C2H3N2P, computed with wB97M-V/def2-TZVPD.

Results
- HOMO level (eV) = -9.1
- frontier orbital gap (eV) = 9.898

ORCA input file:
```
! wB97M-V def2-TZVPD RIJCOSX def2/J DEFGRID3
* xyz 0 1
C -0.429 -1.340 0.115
C -0.386 1.106 0.249
N 0.768 -1.139 -0.046
N -1.340 0.322 0.337
P 1.363 0.438 0.122
H -1.020 -2.221 0.143
H -0.491 2.181 0.334
H 1.534 0.653 -1.255
*
```

Atom charges from the Löwdin analysis, given in e for atoms 1 to 5: -0.119, -0.506, -0.276, 0.019, 0.834

***

Run B
The molecule C2H3N2P, computed with wB97M-V/def2-TZVPD.

Results
- HOMO level (eV) = -9.1
- frontier orbital gap (eV) = 9.674
- structure (SMILES) = c1cp[nH]n1

ORCA input file:
```
! wB97M-V def2-TZVPD RIJCOSX def2/J DEFGRID3
* xyz 0 1
C -0.661 -0.028 0.716
C -0.140 1.115 0.234
P 0.819 0.726 -1.148
N 0.542 -0.913 -0.842
N -0.181 -1.171 0.262
H -1.311 -0.229 1.476
H -0.262 2.093 0.494
H 1.194 -1.594 -1.194
*
```

Atom charges from the Löwdin analysis, given in e for atoms 1 to 5: -0.313, -0.369, 0.902, -0.327, -0.041

***

Q: Which of them is the least stable? A: run A.

***

Run A
A cluster of 5 separate species, C3H16NO4 in total, computed with wB97M-V/def2-TZVPD.

Results
- HOMO level (eV) = -13.4
- frontier orbital gap (eV) = 10.679

ORCA input file:
```
! wB97M-V def2-TZVPD RIJCOSX def2/J DEFGRID3
* xyz 1 1
C -0.179 2.183 -2.056
C -0.329 0.961 -1.205
C 0.571 0.165 -0.663
N 0.323 -0.989 0.163
H -0.874 2.967 -1.767
H 0.883 2.442 -2.169
H -0.323 1.950 -3.119
H -1.333 0.867 -0.727
H 1.450 0.154 -1.281
H 1.225 -1.061 0.695
H -0.399 -0.803 0.887
H 0.115 -1.900 -0.256
H -3.218 -0.652 2.296
H -2.695 0.149 1.133
O -2.425 -0.543 1.751
H 0.278 2.426 1.564
H -0.555 1.303 2.563
O -0.274 1.668 1.710
H 3.278 0.007 -0.839
H 3.991 0.044 0.497
O 3.119 -0.081 0.104
H -0.908 -3.887 1.020
H -0.702 -3.978 -0.500
O -1.019 -3.394 0.199
*
```

Atom charges from the Löwdin analysis, given in e for atoms 1 to 5: -0.063, -0.128, -0.171, 0.194, 0.088

***

Run B
A cluster of 5 separate species, C3H16NO4 in total, computed with wB97M-V/def2-TZVPD.

Results
- HOMO level (eV) = -13.4
- frontier orbital gap (eV) = 10.842

ORCA input file:
```
! wB97M-V def2-TZVPD RIJCOSX def2/J DEFGRID3
* xyz 1 1
C -0.691 -1.327 -2.166
C 0.008 -1.074 -0.871
C 0.712 -1.995 -0.235
N -0.102 0.284 -0.363
H -1.698 -0.910 -2.232
H -0.827 -2.382 -2.334
H -0.135 -0.923 -3.015
H 0.996 -1.880 0.803
H 0.990 -2.894 -0.763
H -1.076 0.546 -0.105
H 0.489 0.458 0.466
H 0.214 0.955 -1.075
H -3.573 0.945 -0.526
H -3.032 1.539 0.779
O -2.797 0.959 0.042
H 1.698 2.428 -2.689
H 0.620 1.839 -3.585
O 1.000 1.762 -2.703
H 0.438 -0.540 4.988
H 1.188 0.682 4.455
O 0.426 0.119 4.282
H 1.098 0.080 2.644
H 2.487 0.701 2.227
O 1.565 0.631 1.975
*
```

Atom charges from the Löwdin analysis, given in e for atoms 1 to 5: -0.031, -0.351, 0.108, 0.212, 0.087

***

Run C
A cluster of 4 separate species, C3H16NO4 in total, computed with wB97M-V/def2-TZVPD.

Results
- HOMO level (eV) = -14.8
- frontier orbital gap (eV) = 12.037

ORCA input file:
```
! wB97M-V def2-TZVPD RIJCOSX def2/J DEFGRID3
* xyz 1 1
O 1.408 1.063 -0.675
C 2.062 -0.128 -0.284
C 1.202 -1.362 -0.637
N -0.259 -1.052 -0.613
C -1.013 -2.181 -1.228
H 1.619 1.361 -1.557
H 3.064 -0.280 -0.686
H 2.064 -0.077 0.798
H 1.373 -2.180 0.073
H 1.520 -1.694 -1.625
H -0.572 -0.169 -1.075
H -0.547 -1.001 0.374
H -0.932 -2.193 -2.322
H -2.058 -2.152 -0.906
H -0.680 -3.144 -0.833
H -0.489 -0.154 2.331
H -1.348 -1.090 3.226
O -0.940 -1.007 2.357
H -2.333 1.298 -1.140
H -1.618 1.930 0.115
O -1.728 1.122 -0.415
H 0.737 2.615 0.811
H -0.233 3.527 1.691
O -0.157 2.916 0.958
*
```

Atom charges from the Löwdin analysis, given in e for atoms 1 to 5: -0.057, -0.194, -0.108, -0.016, -0.006

***

Q: Which of them is the least stable? A: run A.

***

Run A
A cluster of 3 separate species, C4H14NO2 in total, computed with wB97M-V/def2-TZVPD.

Results
- HOMO level (alpha / beta) (eV) = -2.7 / -10.4
- frontier orbital gap (alpha / beta) (eV) = 3.332 / 11.037

ORCA input file:
```
! wB97M-V def2-TZVPD RIJCOSX def2/J DEFGRID3
* xyz 0 2
C 1.785 1.009 -1.008
C 1.564 0.743 0.515
C 0.130 0.727 0.901
C -0.521 1.747 1.444
N -0.695 -0.334 0.313
H 2.851 0.939 -1.218
H 1.438 2.017 -1.170
H 1.267 0.281 -1.641
H 2.067 1.554 1.041
H 2.086 -0.172 0.811
H 0.052 2.585 1.832
H -1.589 1.777 1.643
H -1.689 -0.216 0.571
H -0.735 -0.272 -0.728
H -0.444 -1.312 0.561
H -1.161 -3.544 1.477
H -0.069 -3.677 0.415
O -0.433 -3.027 1.051
H -1.308 -0.401 -3.202
H -1.769 0.949 -2.648
O -1.296 0.137 -2.394
*
```

Atom charges from the Löwdin analysis, given in e for atoms 1 to 5: -0.109, -0.216, -0.377, 0.045, 0.158

***

Run B
A cluster of 2 separate species, C4H14NO2 in total, computed with wB97M-V/def2-TZVPD.

Results
- HOMO level (alpha / beta) (eV) = -3.0 / -10.7
- frontier orbital gap (alpha / beta) (eV) = 3.617 / 11.218

ORCA input file:
```
! wB97M-V def2-TZVPD RIJCOSX def2/J DEFGRID3
* xyz 0 2
C -1.348 -2.122 -0.014
C -0.194 -0.912 -0.119
C -0.537 0.393 0.417
C -0.904 1.590 -0.512
O -0.088 1.790 -1.704
N 0.035 -0.956 -1.751
H -0.893 -2.949 -0.592
H -2.259 -1.603 -0.595
H -1.386 -2.282 1.049
H 0.618 -1.475 0.218
H -1.568 0.476 1.143
H 0.301 0.703 1.107
H -1.907 1.689 -0.774
H -0.866 2.478 0.083
H -0.731 1.941 -2.410
H 0.138 0.075 -2.049
H 0.928 -1.441 -1.933
H -0.670 -1.648 -2.048
H 2.439 0.981 4.037
H 3.080 -0.432 3.710
O 2.642 0.271 3.289
*
```

Atom charges from the Löwdin analysis, given in e for atoms 1 to 5: -0.099, -0.344, -0.184, -0.280, -0.136

***

Q: Which of them is the least stable? A: run B.

***

Run A
A cluster of 2 separate species, C2H6I2N2OP in total, computed with wB97M-V/def2-TZVPD.

Results
- HOMO level (eV) = -13.4
- frontier orbital gap (eV) = 9.274

ORCA input file:
```
! wB97M-V def2-TZVPD RIJCOSX def2/J DEFGRID3
* xyz 1 1
C -2.561 0.879 -0.336
C 0.175 -0.100 -0.397
N -1.821 -0.155 -0.146
N 0.515 -1.442 -0.820
O -2.013 1.969 -0.635
P 0.716 0.441 1.296
I -4.632 1.070 -0.309
I -2.339 -2.026 0.470
H 0.229 0.520 -1.244
H 0.278 -1.864 -1.674
H -0.989 1.958 -0.821
H 1.031 -2.074 -0.238
H -0.201 1.460 1.386
H -0.174 -0.422 2.123
*
```

Atom charges from the Löwdin analysis, given in e for atoms 1 to 5: -1.086, -0.461, -0.540, 0.018, -0.017

***

Run B
A structure of composition C2H6I2N2OP, computed with wB97M-V/def2-TZVPD.

Results
- HOMO level (eV) = -12.6
- frontier orbital gap (eV) = 8.049

ORCA input file:
```
! wB97M-V def2-TZVPD RIJCOSX def2/J DEFGRID3
* xyz 1 1
C 1.673 1.106 0.060
C -0.392 -0.054 -0.210
N 1.014 -0.060 -0.156
N -0.956 0.369 1.109
O 1.152 2.198 0.145
P -1.132 -1.748 -0.833
I 3.786 1.122 -0.277
I 1.959 -1.837 0.145
H -0.746 0.695 -0.903
H -1.890 0.612 0.974
H -0.314 0.995 1.498
H -0.904 -0.481 1.651
H -2.570 -1.417 -1.171
H -0.679 -1.501 -2.031
*
```

Atom charges from the Löwdin analysis, given in e for atoms 1 to 5: -1.023, -0.645, -0.593, 0.245, -0.018

***

Q: Which of them is the least stable? A: run A.

***

Run A
The molecule CH2N2O, computed with wB97M-V/def2-TZVPD.

Results
- HOMO level (eV) = -10.3
- frontier orbital gap (eV) = 10.690
- structure (SMILES) = O=C1NN1

ORCA input file:
```
! wB97M-V def2-TZVPD RIJCOSX def2/J DEFGRID3
* xyz 0 1
O -2.065 0.000 0.351
C -0.633 0.091 0.000
N 0.379 -0.792 -0.264
N 0.451 0.721 -0.515
H 0.862 -1.297 0.366
H 1.006 1.276 0.061
*
```

Atom charges from the Löwdin analysis, given in e for atoms 1 to 5: -0.123, -0.323, 0.142, 0.147, 0.067

***

Run B
A cluster of 2 separate species, CH2N2O in total, computed with wB97M-V/def2-TZVPD.

Results
- HOMO level (eV) = -8.7
- frontier orbital gap (eV) = 9.461

ORCA input file:
```
! wB97M-V def2-TZVPD RIJCOSX def2/J DEFGRID3
* xyz 0 1
C -0.433 1.004 -0.190
N 1.169 -1.624 -0.053
N 1.447 -1.023 -0.921
O -0.869 0.165 0.663
H -1.163 1.958 -0.227
H -0.150 -0.480 0.729
*
```

Atom charges from the Löwdin analysis, given in e for atoms 1 to 5: -0.075, 0.033, 0.063, -0.059, 0.039

***

Q: Which of them is the least stable? A: run A.